one:
{
  "formula": "C9H16N3",
  "method": "the ωB97M-V functional and the def2-TZVPD basis",
  "gap_ev": 8.77,
  "total_charge": 1,
  "homo_energy_ev": -13.45,
  "elements": ["C", "C", "C", "C", "C", "C", "C", "C", "C", "N", "N", "N", "H", "H", "H", "H", "H", "H", "H", "H", "H", "H", "H", "H", "H", "H", "H", "H"],
  "xyz": [[-3.30, -0.68, 1.43], [2.35, -1.44, 0.26], [-2.50, -0.75, 0.34], [1.43, -1.06, 1.09], [0.33, 1.44, -2.64], [1.14, 0.45, -1.83], [-0.90, 1.01, -1.83], [-0.09, -0.27, -1.39], [1.16, 0.75, 2.54], [-1.16, -0.66, 0.68], [1.20, -0.71, 2.39], [-0.14, -0.68, 0.00], [-4.30, -0.96, 1.38], [-3.04, -0.24, 2.29], [2.22, -1.31, -0.78], [3.23, -2.04, 0.64], [-2.69, -1.07, -0.59], [0.50, 2.53, -2.40], [0.18, 1.13, -3.63], [2.00, 0.14, -2.42], [1.63, 0.82, -0.88], [-0.90, 1.49, -0.91], [-1.78, 0.88, -2.44], [-0.48, -0.97, -2.11], [2.14, 1.24, 2.35], [0.23, 1.26, 2.12], [1.16, 0.90, 3.56], [0.36, -1.19, 2.81]]
}

two:
{
  "formula": "C9H16N3",
  "method": "the ωB97M-V functional and the def2-TZVPD basis",
  "gap_ev": 9.25,
  "total_charge": 1,
  "homo_energy_ev": -12.00,
  "elements": ["C", "C", "N", "N", "N", "H", "H", "H", "H", "H", "H", "H", "H", "C", "C", "C", "C", "C", "C", "C", "H", "H", "H", "H", "H", "H", "H", "H"],
  "xyz": [[4.48, 0.69, 1.95], [2.70, -0.29, 0.61], [2.01, -1.38, 0.29], [3.81, -0.44, 1.33], [2.23, 0.91, 0.32], [2.07, -2.22, 0.85], [1.11, -1.25, -0.17], [4.26, -1.33, 1.14], [2.84, 1.70, 0.45], [1.23, 1.10, 0.31], [4.97, 1.33, 1.20], [5.19, 0.36, 2.69], [3.76, 1.22, 2.57], [-4.58, -1.18, -1.08], [-0.91, 0.90, -0.61], [-1.97, 1.25, 0.20], [-1.06, 0.01, -1.68], [-3.15, 0.52, 0.07], [-2.26, -0.63, -1.88], [-3.32, -0.35, -1.00], [-0.10, 1.62, -0.60], [-1.92, 2.05, 0.93], [-0.33, 0.24, -2.47], [-3.96, 0.58, 0.78], [-2.43, -1.17, -2.81], [-5.01, -1.05, -2.07], [-5.31, -0.94, -0.32], [-4.33, -2.24, -1.02]]
}

Which structure is the least stable? The one labeled one.

one:
{
  "formula": "C4H11N4",
  "method": "the ωB97M-V functional and the def2-TZVPD basis",
  "gap_ev": 10.58,
  "total_charge": 1,
  "homo_energy_ev": -15.46,
  "elements": ["C", "C", "C", "C", "N", "N", "N", "N", "H", "H", "H", "H", "H", "H", "H", "H", "H", "H", "H"],
  "xyz": [[0.13, 0.05, -0.49], [0.97, 1.41, -2.33], [1.29, 1.96, 0.08], [0.37, 1.41, -0.94], [-1.12, -2.97, 1.23], [-1.79, -2.36, 2.19], [-1.98, -1.14, 2.35], [0.12, -1.04, -0.17], [1.63, 0.57, -2.33], [1.47, 2.32, -2.61], [0.25, 1.14, -3.10], [2.03, 2.58, -0.51], [1.80, 1.12, 0.53], [0.86, 2.59, 0.85], [-0.66, 1.88, -0.92], [-1.04, -3.90, 1.08], [-1.63, -0.47, 1.65], [-0.66, -2.29, 0.46], [-2.03, -2.86, 2.97]]
}

two:
{
  "formula": "C4H11N4",
  "method": "the ωB97M-V functional and the def2-TZVPD basis",
  "gap_ev": 8.62,
  "total_charge": 1,
  "homo_energy_ev": -12.98,
  "elements": ["C", "C", "C", "C", "N", "N", "N", "N", "H", "H", "H", "H", "H", "H", "H", "H", "H", "H", "H"],
  "xyz": [[-0.60, -1.85, 2.59], [-0.52, 1.64, -0.78], [-2.01, 1.43, -0.95], [2.27, -0.51, -0.71], [-0.84, -1.87, 1.35], [-0.69, -1.66, 0.24], [0.21, 0.68, -0.32], [1.57, 0.70, -0.31], [-0.17, -0.61, -0.18], [-1.36, -1.24, 3.25], [0.12, 2.49, -1.04], [-2.17, 1.57, -2.01], [-2.67, 2.10, -0.46], [-2.21, 0.45, -0.62], [2.21, -1.23, 0.12], [1.77, -0.86, -1.68], [3.26, -0.09, -0.92], [-0.07, -2.67, 3.08], [1.90, 1.54, -0.65]]
}

three:
{
  "formula": "C4H11N4",
  "method": "the ωB97M-V functional and the def2-TZVPD basis",
  "gap_ev": 10.44,
  "total_charge": 1,
  "homo_energy_ev": -13.35,
  "elements": ["C", "C", "C", "C", "N", "N", "N", "N", "H", "H", "H", "H", "H", "H", "H", "H", "H", "H", "H"],
  "xyz": [[-0.19, 1.09, 1.70], [-0.01, -0.11, 2.33], [-0.72, 0.87, 0.42], [-1.11, -1.40, -0.81], [-0.91, -0.43, 0.29], [-0.87, 1.79, -0.56], [1.70, -0.05, -0.66], [-0.59, -1.01, 1.52], [0.18, 1.96, 2.05], [0.41, -0.34, 3.32], [-1.59, -2.36, -0.34], [-1.73, -0.98, -1.71], [-0.14, -1.59, -1.16], [-1.46, 1.69, -1.38], [-0.77, 2.70, -0.16], [2.11, -0.95, -0.66], [2.24, 0.49, -0.01], [1.99, 0.31, -1.58], [-0.26, -1.96, 1.53]]
}

Which structure is the least stable? The one labeled two.

one:
{
  "formula": "C5H14",
  "method": "the ωB97M-V functional and the def2-TZVPD basis",
  "gap_ev": 12.51,
  "homo_energy_ev": -11.42,
  "elements": ["C", "C", "C", "H", "H", "H", "H", "H", "H", "H", "H", "C", "C", "H", "H", "H", "H", "H", "H"],
  "xyz": [[-0.09, 0.80, 2.47], [0.64, -0.38, 1.84], [1.90, 0.02, 1.09], [-0.68, 1.36, 1.75], [0.61, 1.52, 2.90], [-0.78, 0.49, 3.25], [0.93, -1.13, 2.58], [-0.04, -0.87, 1.15], [1.67, 0.83, 0.39], [2.68, 0.43, 1.74], [2.27, -0.83, 0.52], [-0.57, -0.67, -2.75], [-1.71, 0.18, -2.27], [0.38, -0.14, -2.82], [-0.36, -1.44, -1.99], [-0.70, -1.32, -3.62], [-2.50, -0.48, -1.90], [-2.24, 0.89, -2.91], [-1.43, 0.76, -1.40]]
}

two:
{
  "formula": "C5H14",
  "method": "the ωB97M-V functional and the def2-TZVPD basis",
  "gap_ev": 12.38,
  "homo_energy_ev": -11.29,
  "elements": ["C", "C", "C", "H", "H", "H", "H", "H", "H", "H", "H", "C", "C", "H", "H", "H", "H", "H", "H"],
  "xyz": [[-0.57, 2.82, 0.44], [-0.81, 1.31, 0.38], [-2.27, 0.91, 0.35], [-1.25, 3.36, 1.10], [-0.88, 3.22, -0.53], [0.47, 3.10, 0.52], [-0.26, 0.99, -0.51], [-0.37, 0.80, 1.24], [-2.77, 1.14, 1.30], [-2.93, 1.38, -0.38], [-2.36, -0.15, 0.24], [1.49, -1.66, -0.80], [1.91, -2.98, -0.15], [2.42, -1.25, -1.16], [0.89, -1.96, -1.67], [0.96, -0.90, -0.24], [1.22, -3.77, 0.16], [2.63, -2.87, 0.66], [2.49, -3.49, -0.92]]
}

Which structure is the least stable? The one labeled two.

one:
{
  "formula": "C5H14",
  "method": "the ωB97M-V functional and the def2-TZVPD basis",
  "gap_ev": 12.35,
  "homo_energy_ev": -11.24,
  "elements": ["C", "C", "C", "H", "H", "H", "H", "H", "H", "H", "H", "C", "C", "H", "H", "H", "H", "H", "H"],
  "xyz": [[-1.75, -0.39, -0.47], [-0.65, -0.49, -1.50], [-0.86, -1.49, -2.63], [-1.69, -1.22, 0.24], [-1.59, 0.50, 0.14], [-2.78, -0.36, -0.82], [0.29, -0.68, -1.00], [-0.54, 0.51, -1.94], [-1.73, -2.13, -2.49], [-0.02, -2.18, -2.77], [-1.01, -1.02, -3.60], [1.43, 0.53, 1.68], [1.68, 1.75, 2.55], [0.58, 0.66, 1.00], [2.29, 0.20, 1.10], [1.13, -0.36, 2.23], [2.57, 1.65, 3.18], [0.82, 1.94, 3.18], [1.83, 2.62, 1.91]]
}

two:
{
  "formula": "C5H14",
  "method": "the ωB97M-V functional and the def2-TZVPD basis",
  "gap_ev": 11.79,
  "homo_energy_ev": -10.74,
  "elements": ["C", "C", "C", "H", "H", "H", "H", "H", "H", "H", "H", "C", "C", "H", "H", "H", "H", "H", "H"],
  "xyz": [[-1.57, -1.14, -0.55], [-1.59, 0.22, 0.04], [-2.90, 1.01, -0.24], [-0.52, -1.52, -0.79], [-2.16, -1.32, -1.55], [-2.02, -2.00, 0.05], [-1.18, 0.01, 1.02], [-0.64, 0.74, -0.38], [-2.82, 2.13, -0.49], [-3.40, 0.57, -1.15], [-3.53, 0.90, 0.63], [2.27, -0.23, 0.84], [3.48, 0.19, -0.08], [1.58, -0.92, 0.50], [3.08, -0.51, 1.53], [1.94, 0.59, 1.42], [3.26, 0.84, -0.93], [4.17, 0.75, 0.69], [4.07, -0.53, -0.55]]
}

Which structure is the least stable? The one labeled two.